1.
148
Properties=species:S:1:pos:R:3:mulliken_charge:R:1 method="wB97M-V/def2-TZVPD" total_energy_ev=-68840.8707 smiles=COC[C@H](C)N.COC[C@H](C)N.COC[C@H](C)N.COC[C@H](C)N.COC[C@H](C)N.CCO.CCO.CCO.CCO.CCO.CCO.CCO gap_ev=9.27 homo_energy_ev=-9.012 e_lumo_ev=0.25 relative_energy_kj_mol=683.07
C -2.34 -4.54 -7.17 -1.11
C -4.63 -3.97 2.79 -0.16
H 2.20 -2.16 -12.25 0.36
H 0.53 -2.60 -11.86 0.36
C 6.26 4.84 2.98 -0.84
H -0.20 0.02 -10.40 0.40
C 4.00 1.70 9.30 -0.21
C -0.65 -0.24 -11.36 -0.74
C -4.85 3.86 7.18 -1.48
H -3.76 -1.84 9.82 0.21
H 2.21 0.12 -0.56 0.28
O 0.51 1.06 -1.29 -0.21
O -1.25 0.96 -11.88 -0.34
O -4.15 2.02 -2.80 -0.46
H 1.96 1.82 -0.07 0.31
O 3.37 -6.91 -4.84 -0.27
H -0.45 1.18 2.67 0.53
H -1.93 -2.38 -6.71 0.29
H 1.40 -8.20 -5.50 0.34
O 7.79 6.61 2.05 -0.53
H 0.51 -0.70 1.21 0.38
H -3.74 -2.46 13.77 0.29
H 4.24 1.85 11.54 0.35
H 0.17 7.62 -1.42 0.31
C 4.08 -7.77 -5.75 -0.60
H -2.16 -4.31 9.84 0.34
H 1.37 0.80 3.07 0.18
H -5.69 3.07 -1.95 0.24
H 2.13 0.35 -13.21 0.24
C -5.88 2.91 9.32 -0.82
H -2.62 2.38 -11.20 0.25
C -0.19 1.35 1.62 -1.58
H 7.96 4.01 -8.86 0.32
C 7.23 3.20 -8.97 -0.89
H -5.92 0.79 7.87 0.27
H 4.07 -9.97 -7.50 0.28
C 7.35 5.24 1.97 -0.33
C 1.29 -1.83 -11.74 -1.31
C -1.25 -2.60 9.34 -1.45
H 4.24 -7.39 -6.76 0.33
H -3.08 -2.58 -4.81 0.29
C -2.20 -2.91 11.64 -0.51
O -3.20 -3.76 12.25 -0.30
H 5.05 -6.32 -4.09 0.32
H 6.33 5.25 3.98 0.31
H -1.26 -3.13 12.15 0.39
H -3.03 0.52 -11.12 0.33
N 1.49 0.54 -12.45 -0.68
H 2.63 6.83 -1.38 0.24
H -4.08 2.25 8.33 0.22
H -2.58 -1.91 11.83 0.27
O 5.02 2.50 -8.65 -0.50
H -4.36 -3.35 9.93 0.30
C -2.32 1.35 -11.02 -0.76
C -3.52 -3.52 13.65 -0.73
N -5.76 1.58 7.26 -0.81
H -1.38 -1.52 9.45 0.29
C 5.79 3.66 -8.58 -0.27
H 3.08 -11.06 -6.54 0.37
H -5.72 -3.95 0.91 0.36
C 2.27 7.82 -1.66 -0.07
C -4.64 3.23 -2.21 -0.25
N 1.79 0.35 2.26 -0.67
H 0.77 7.12 -3.10 0.32
O -5.99 1.77 10.14 -0.23
H -4.53 4.71 7.78 0.37
H -4.42 -4.05 13.98 0.26
C -2.34 -3.26 10.06 0.34
C 3.93 2.36 10.63 -0.98
H -1.27 -3.65 -5.71 0.16
H 7.59 2.42 -8.30 0.26
C -5.07 2.62 8.04 0.73
H -2.09 1.19 -9.97 0.31
O 2.24 8.46 -0.39 -0.52
H -5.67 4.38 6.68 0.37
C -6.83 1.84 11.25 -0.78
H 0.20 2.36 1.51 0.33
H 4.04 3.17 8.10 0.32
O -3.22 -3.30 -5.43 -0.52
H 3.53 0.72 9.30 0.28
H 7.34 2.77 -9.96 0.27
H 1.47 2.27 -2.75 0.32
H 5.61 3.91 -7.54 0.21
H -1.11 1.23 1.04 0.29
C 3.78 -10.23 -6.48 -1.36
H 1.54 -1.64 -10.69 0.30
H -4.14 3.70 -1.37 0.26
H -4.00 -3.19 0.87 0.25
H 6.45 3.77 3.07 0.28
H 5.35 4.99 2.39 0.22
C -4.56 4.19 -3.44 -0.94
C 1.46 0.88 -0.29 -0.68
H -5.57 -4.36 3.17 0.31
H -5.37 3.75 9.80 0.32
C 3.22 -8.99 -5.69 0.18
H 2.07 -8.23 -6.93 0.29
H -3.25 1.97 -2.48 0.28
H -7.75 2.41 11.19 0.31
H 1.68 0.50 -2.96 0.30
H -1.25 -2.79 8.27 0.35
C 0.86 0.33 1.12 0.47
H 4.44 -5.09 -5.24 0.26
H -5.44 -2.45 1.51 0.31
H -1.29 -1.12 -11.25 0.38
C -2.15 -3.36 -6.29 -0.04
H -4.18 3.63 6.35 0.32
H -2.91 -5.36 -6.73 0.31
H -3.52 4.28 -3.75 0.23
H 0.18 1.35 -3.29 0.23
H 5.01 -8.14 -5.32 0.36
N -3.64 -2.79 9.50 -0.70
H -4.94 5.20 -3.33 0.36
H 4.70 2.50 -9.56 0.30
H 0.49 8.71 -2.57 0.30
H 7.16 4.81 0.98 0.33
H -3.91 -4.76 2.58 0.19
H -5.08 1.18 6.63 0.26
O 3.40 2.52 8.39 -0.51
H 3.01 8.12 0.06 0.30
H -6.37 2.34 12.10 0.30
C -4.92 -3.40 1.41 -1.08
H 8.27 4.70 2.17 0.27
C 1.02 1.29 -2.60 -0.75
H -2.81 -3.84 14.41 0.28
H -0.33 -3.05 9.71 0.38
H 4.50 3.28 10.62 0.27
H 3.54 -5.37 -3.68 0.24
H -1.40 -4.91 -7.58 0.32
N 1.85 -8.83 -6.14 -0.74
H 3.13 -9.33 -4.66 0.36
C 0.52 -0.58 -12.32 0.39
H 8.48 6.78 1.41 0.29
H 2.12 -0.58 2.46 0.25
H 5.07 1.56 9.11 0.22
O -4.08 -2.95 3.49 -0.48
C 0.89 7.75 -2.23 -1.10
H 2.95 8.34 -2.33 0.21
H -6.88 3.24 9.03 0.39
H 5.35 4.39 -9.26 0.29
H -5.13 3.91 -4.33 0.28
H -4.31 -3.10 4.41 0.30
H -2.77 -4.42 -8.16 0.30
H 0.96 1.35 -12.73 0.24
C 4.17 -5.80 -4.46 -0.73
H 4.70 -10.41 -5.92 0.36
H 2.89 2.62 10.84 0.27
H 0.16 -0.90 -13.30 0.26
H -7.11 0.82 11.50 0.24

---

2.
159
Properties=species:S:1:pos:R:3:mulliken_charge:R:1 method="wB97M-V/def2-TZVPD" total_energy_ev=-222865.1057 gap_ev=6.71 homo_energy_ev=-9.456 e_lumo_ev=-2.74 total_charge=+1
O -2.45 4.62 -0.68 -0.65
H 7.15 -1.20 -5.16 0.36
H 0.24 0.24 10.35 0.38
H 2.06 12.69 0.82 0.41
H -0.70 5.42 1.44 0.40
H -2.63 -4.28 -5.29 0.07
H -2.91 1.73 -2.42 0.35
O 5.37 -3.62 -7.14 -0.68
H 0.67 12.53 3.62 0.31
H 1.58 13.77 4.53 0.31
H -2.69 -5.02 6.09 0.34
H 0.54 0.29 -0.96 0.16
H -1.89 0.60 -0.06 -0.08
H 3.20 11.34 0.99 0.31
O 1.78 -0.29 7.15 -0.59
C -6.67 -7.32 2.34 -1.05
H 1.37 -2.18 4.62 0.45
C -0.23 -0.53 -1.35 0.11
O 8.03 -0.98 -9.00 -0.53
H 3.16 -2.13 -6.04 0.25
C -3.35 -5.05 -4.76 -0.79
H -0.19 1.73 7.64 0.32
C 6.35 -1.63 -10.97 -0.82
C 0.40 -2.58 -6.45 -0.78
H -1.12 2.32 -1.81 0.28
H -7.66 0.40 -0.95 0.38
C 1.44 13.31 3.55 -0.98
H 8.41 -0.39 -12.52 0.37
H 3.22 9.12 3.59 0.21
C -4.39 -7.36 0.92 -0.91
C -0.86 -3.92 -2.69 0.17
H 2.74 2.03 0.96 -0.05
H 3.45 7.46 2.99 0.25
C -2.96 -0.86 -1.60 -0.72
C 1.10 0.26 9.67 -1.00
C -2.02 -2.64 0.92 -0.31
H 6.81 -2.62 -11.02 0.29
S -9.36 -1.11 -1.75 0.48
O 1.08 -0.66 -4.72 -0.57
H 3.36 -2.50 2.23 0.45
C 5.36 9.39 5.47 -0.80
H -7.49 -6.77 2.81 0.35
H 0.05 -0.71 -2.48 -0.05
H 1.43 1.28 9.52 0.32
H -6.02 -4.16 7.88 0.32
H 5.44 4.50 2.11 0.30
H -0.86 -2.86 0.75 0.04
C -1.73 0.12 -1.15 0.58
S 5.43 8.30 4.03 0.47
H -4.47 -3.41 -3.57 0.32
H 6.55 -2.81 -4.65 0.31
H -3.34 4.44 2.79 0.35
H -7.08 -8.04 1.62 0.40
H -0.66 -2.57 -6.17 0.16
H 1.93 -3.55 2.48 0.42
H -3.22 -6.24 4.90 0.22
H 0.49 -2.86 -7.50 0.50
O 5.95 6.97 4.51 -0.63
C -5.05 -4.59 7.64 -1.01
H -3.18 -0.75 1.62 0.26
H 1.91 -0.33 10.11 0.32
O -4.94 -5.30 2.53 -0.52
H -0.16 -3.68 -1.76 0.03
H -0.02 3.88 0.85 0.22
C -1.79 1.43 -2.18 -1.08
H 8.20 -3.60 -8.04 0.29
H -2.82 -6.10 -4.61 0.27
S 3.01 12.57 3.03 0.45
H -3.59 -6.83 0.39 0.17
H -4.28 -5.23 -5.47 0.36
H -11.44 -0.26 -0.92 0.33
O -2.49 -1.96 3.31 -0.48
H 1.01 -5.11 -3.51 0.32
P -3.05 -2.54 -0.69 0.30
C -3.41 -5.81 5.89 -0.91
C 3.65 2.44 1.41 -0.66
C 2.77 -1.34 -6.68 -1.04
H 4.16 1.66 1.97 0.31
C 6.37 -1.95 -5.30 -0.97
H 2.82 -1.17 4.30 0.39
C -10.40 -0.17 -0.60 -0.91
H -2.86 -1.11 -2.76 0.23
H -10.11 0.89 -0.61 0.30
H 0.93 -3.30 -5.82 0.18
H -3.96 -7.89 1.78 0.35
H 1.13 14.07 2.83 0.40
H -5.12 -3.05 1.30 0.15
H 9.65 -0.04 -11.29 0.32
S 3.18 3.78 2.53 0.59
S -5.14 -2.78 -0.09 -0.29
H -0.03 -1.50 -0.73 -0.30
H 9.11 -1.72 -11.55 0.31
S 0.63 -0.49 8.09 0.53
H 6.04 -1.31 -11.97 0.40
C 2.39 11.88 1.47 -0.96
C 3.64 8.14 3.82 -0.64
H -3.33 -6.60 6.65 0.37
H 4.88 10.33 5.19 0.27
H -0.82 -2.95 -3.38 0.10
H -6.98 -1.14 -1.54 0.05
H -3.97 -0.25 -1.43 0.48
H 4.30 2.82 0.62 0.45
C -0.83 4.34 1.43 -0.96
P -2.60 -4.26 -1.98 0.11
H -1.04 0.49 6.69 0.24
H 4.81 8.92 6.28 0.29
S 7.52 -0.43 -10.29 0.42
O 2.63 4.90 1.69 -0.64
H 6.39 9.59 5.80 0.34
C -3.44 4.85 1.79 -1.12
H 1.56 11.19 1.67 0.30
H -1.35 1.04 -3.22 0.28
H 5.34 3.39 3.51 0.39
H 8.09 -3.96 -6.29 0.38
H -4.87 -8.07 0.25 0.40
H -3.15 5.91 1.78 0.34
H -3.28 -2.60 3.26 0.28
S -2.41 3.92 0.64 0.67
S 6.34 -2.48 -7.03 0.72
H -6.11 -7.85 3.11 0.31
H 8.73 -2.38 -6.85 0.36
C 2.31 -2.67 1.96 -1.30
H -2.42 -3.60 1.50 0.44
C 1.74 -1.25 4.17 -1.19
H 3.19 7.74 4.73 0.29
H 3.39 -0.44 -6.56 0.46
S -5.60 -6.14 1.49 0.55
H -4.27 -3.84 7.78 0.35
C 4.87 4.23 3.00 -0.85
O -9.41 -0.41 -3.07 -0.62
H 1.25 -0.40 4.66 0.25
H -4.76 -5.22 -2.96 0.31
C -7.79 -0.68 -0.96 -0.70
O 3.29 11.42 3.95 -0.58
S -5.08 -5.12 5.91 0.64
C -0.63 0.73 7.68 -0.89
H 5.47 -1.67 -10.32 0.19
H -0.57 -5.41 -4.52 0.25
C -0.17 -5.24 -3.43 -1.10
O 1.98 -0.02 1.81 -0.54
C -3.94 -4.45 -3.34 -0.32
O -6.05 -6.26 5.80 -0.65
S 1.07 -0.92 -6.20 0.36
H -10.30 -0.58 0.40 0.32
H -4.87 -5.45 8.29 0.32
C 8.80 -0.67 -11.54 -0.96
H -0.81 3.95 2.44 0.39
C -2.25 -1.37 1.95 0.11
H 2.79 -1.65 -7.72 0.40
H -1.24 -0.78 2.00 -0.20
H 4.82 5.09 3.68 0.17
H -7.77 -1.08 0.05 0.34
H -0.39 -6.17 -2.75 0.36
H 2.23 -2.82 0.88 0.32
H 5.40 -1.52 -5.06 0.27
H -1.43 0.70 8.42 0.39
C 8.01 -3.17 -7.05 -1.02
S 1.32 -1.22 2.41 0.79
H -4.49 4.76 1.46 0.34